Record 1
Formula: C21H38NiOSb2
Source: the Open Molecules 2025 dataset
Level of theory: ωB97M-V/def2-TZVPD

CARTESIAN COORDINATES (ANGSTROEM)
Sb  -2.49403  -0.39526  1.21098
Sb  -0.92457  1.64804  -1.68019
Ni  -0.18177  -0.02348  0.15256
O  0.51340  1.78627  1.21484
C  -2.59107  4.99262  1.55092
C  0.07835  2.11658  2.54631
C  -4.03684  1.03399  0.67216
C  2.35208  1.29883  2.53922
C  1.94656  1.87562  1.19851
C  1.28511  1.88688  3.47286
C  1.96435  -3.60355  -0.14477
C  2.26636  -2.12956  -2.13597
C  -2.78459  2.75720  -1.49877
C  -3.56797  -2.15129  0.62803
C  -2.48724  4.49477  0.26274
C  1.35604  -1.17158  -0.01856
C  -1.04146  1.26435  -3.78618
C  -2.95661  3.22567  -0.08233
C  -3.18861  4.21749  2.53358
C  -2.97592  -0.49858  3.29778
C  1.38768  -2.40041  -0.90422
C  -3.54920  2.43340  0.91838
C  -3.66039  2.95678  2.20831
C  -0.02471  -2.75409  -1.38359
C  0.33162  3.37211  -1.77904
H  -0.02348  4.05582  -2.55027
H  -2.03956  5.10920  -0.51082
H  -3.60074  2.11559  -1.82974
H  1.35307  3.06854  -2.00568
H  -1.28083  2.17809  -4.33013
H  -4.29760  0.85362  -0.36979
H  3.28480  -1.87798  -1.83165
H  -0.46369  -1.90930  -1.92732
H  -2.72810  0.44063  3.79116
H  -3.56343  -2.25300  -0.45634
H  2.98312  -3.39071  0.18720
H  2.23977  2.92855  1.10519
H  1.36079  -3.82029  0.73943
H  2.29531  1.30748  0.33949
H  1.98953  -4.49968  -0.77404
H  -1.80771  0.51662  -3.98825
H  -2.22179  5.98413  1.77988
H  -3.29572  4.59298  3.54326
H  -2.39861  -1.29738  3.76198
H  -0.08315  0.87926  -4.13350
H  1.86749  -1.28723  -2.70708
H  1.62234  2.83278  3.89774
H  -4.14050  2.35428  2.97230
H  3.36608  1.57041  2.82966
H  -0.26450  3.15339  2.55760
H  -4.91830  0.81712  1.27785
H  -2.73364  3.60864  -2.17882
H  -0.76643  1.47217  2.78151
H  0.32074  3.87087  -0.81058
H  2.35432  -1.01802  0.41307
H  2.27147  0.21254  2.48939
H  -3.08714  -3.02847  1.05954
H  -4.04000  -0.70030  3.42296
H  1.04429  1.21772  4.29714
H  -0.66827  -2.98200  -0.52900
H  -4.59618  -2.09133  0.98447
H  2.31046  -3.00486  -2.79370
H  -0.02369  -3.62037  -2.05301

Atomic forces in eV per Å
Sb -0.0544 -0.0549 0.0426
Sb -0.0046 -0.0057 -0.1452
Ni 0.0015 0.0394 -0.0001
O -0.0166 -0.0137 -0.0145
C 0.0052 0.0021 -0.0059
C 0.0331 -0.0138 0.0126
C 0.0117 0.0916 0.0082
C -0.0129 0.0101 0.0082
C 0.0251 -0.0068 0.0060
C -0.0009 -0.0057 -0.0105
C -0.0053 0.0095 -0.0036
C -0.0079 -0.0052 -0.0025
C -0.0188 0.0341 0.1018
C -0.0149 -0.0042 0.0198
C 0.0018 -0.0004 0.0002
C 0.1041 -0.0683 0.0084
C -0.0144 0.0417 -0.0165
C -0.0295 -0.0226 -0.0245
C -0.0010 -0.0134 0.0021
C -0.0263 0.0099 0.0081
C -0.0562 0.0354 0.0275
C -0.0092 -0.0236 -0.0210
C 0.0025 -0.0063 0.0026
C 0.0150 -0.0158 -0.0094
C 0.0043 0.0269 0.0039
H 0.0016 -0.0071 0.0044
H -0.0020 -0.0046 -0.0006
H 0.0159 -0.0237 -0.0016
H -0.0104 -0.0211 0.0018
H 0.0060 -0.0015 0.0147
H 0.0130 -0.0094 -0.0070
H -0.0046 -0.0011 -0.0061
H -0.0007 -0.0018 0.0005
H 0.0017 -0.0009 -0.0125
H 0.0137 0.0155 0.0039
H -0.0036 -0.0078 0.0002
H -0.0108 0.0045 -0.0026
H 0.0064 -0.0022 -0.0016
H -0.0107 0.0051 -0.0047
H 0.0010 0.0028 0.0075
H 0.0064 -0.0025 0.0180
H -0.0008 -0.0027 0.0022
H 0.0005 0.0026 -0.0036
H 0.0045 -0.0036 -0.0199
H -0.0044 0.0000 0.0138
H 0.0115 -0.0085 -0.0023
H 0.0018 -0.0011 0.0007
H -0.0004 0.0014 -0.0069
H 0.0009 -0.0060 -0.0008
H -0.0119 0.0124 -0.0100
H 0.0191 -0.0102 0.0122
H 0.0229 -0.0107 -0.0034
H -0.0028 0.0029 -0.0025
H -0.0054 -0.0116 -0.0017
H -0.0055 0.0219 0.0178
H 0.0041 -0.0011 0.0049
H 0.0064 0.0116 -0.0046
H 0.0115 -0.0009 0.0002
H -0.0082 0.0009 0.0009
H 0.0002 -0.0030 -0.0074
H 0.0063 -0.0023 -0.0073
H 0.0049 0.0134 -0.0013
H -0.0095 0.0099 0.0068

Results
multiplicity	3
ΔE to the lowest compared entry with this formula, charge and spin	0.0	kcal/mol
HOMO-LUMO gap (alpha / beta)	6.1 / 7.4	eV
total charge	0
LUMO energy (alpha / beta)	0.63 / 0.61	eV
maximum force	0.003	Eh/bohr
E	-2886.85990	a.u.

Need the Löwdin charges? In units of e they are:
1 Sb 1.378
2 Sb 1.405
3 Ni -0.068
4 O -0.308
5 C -0.095
6 C -0.170
7 C -0.309
8 C -0.152
9 C -0.207
10 C -0.138
11 C -0.084
12 C -0.081
13 C -0.310
14 C -0.315
15 C -0.061
16 C -0.137
17 C -0.317
18 C -0.291
19 C -0.096
20 C -0.311
21 C -0.734
22 C -0.296
23 C -0.069
24 C -0.105
25 C -0.300
26 H 0.009
27 H 0.109
28 H 0.051
29 H 0.008
30 H 0.004
31 H 0.048
32 H 0.076
33 H 0.056
34 H -0.011
35 H 0.002
36 H 0.074
37 H 0.127
38 H 0.074
39 H 0.098
40 H 0.075
41 H -0.001
42 H 0.101
43 H 0.101
44 H 0.006
45 H -0.001
46 H 0.066
47 H 0.108
48 H 0.106
49 H 0.115
50 H 0.117
51 H 0.066
52 H 0.063
53 H 0.072
54 H -0.004
55 H 0.008
56 H 0.103
57 H 0.004
58 H 0.009
59 H 0.109
60 H 0.060
61 H 0.006
62 H 0.076
63 H 0.079

Record 2
Formula: C4H8
Source: the Open Molecules 2025 dataset
Level of theory: ωB97M-V/def2-TZVPD

CARTESIAN COORDINATES (ANGSTROEM)
C  -1.98561  0.12009  -0.07110
C  1.88163  -0.86391  0.03956
C  1.63384  0.52896  0.06585
C  1.53270  1.70934  0.02407
H  -2.67766  -0.22114  0.59927
H  2.07672  -1.09525  -1.03285
H  1.13680  -1.45291  0.46971
H  -2.21539  -0.64260  -0.79428
H  -1.03217  0.27394  0.38784
H  1.84415  2.62876  -0.30907
H  -2.05879  1.04995  -0.46026
H  2.87173  -1.00589  0.46412

Atomic forces in eV per Å
C 1.1626 -1.7596 -0.2932
C 2.0725 0.0048 -1.8423
C -0.3697 -0.0939 0.3234
C 0.2009 0.0408 -0.1419
H -1.9691 0.3882 2.4971
H -0.6109 -0.3411 0.5852
H -1.0731 -1.1106 0.6239
H 1.3704 -0.2743 -1.0100
H 0.9570 -1.3335 0.1631
H -0.1087 1.9394 -0.1324
H -1.5643 2.9559 -1.3511
H -0.0676 -0.4161 0.5781

Results
ΔE to the lowest compared entry with this formula, charge and spin	59.6	kcal/mol
HOMO-LUMO gap	11.0	eV
total charge	0
SMILES string	C#CC.C
LUMO energy	1.05	eV
maximum force	0.070	Eh/bohr
E	-157.08893	a.u.

Need the Löwdin charges? In units of e they are:
1 C -0.012
2 C -0.105
3 C -0.236
4 C 0.094
5 H -0.010
6 H 0.105
7 H 0.057
8 H 0.032
9 H -0.004
10 H 0.007
11 H -0.014
12 H 0.086

Record 3
Formula: C33H32CdN4O3Te4
Source: the Open Molecules 2025 dataset
Level of theory: ωB97M-V/def2-TZVPD

CARTESIAN COORDINATES (ANGSTROEM)
Te  -2.13169  -5.53623  0.73910
Te  -5.10840  -0.74959  0.29198
Te  -1.69898  -3.04387  1.68590
Te  -2.50200  -1.33813  -0.22906
Cd  0.12629  -0.22402  0.83683
O  3.66617  0.08816  3.89732
O  5.64106  3.27537  3.55214
O  4.41199  1.70984  -2.32942
N  1.13815  -2.65202  -0.11974
N  2.15241  0.77768  1.76414
N  3.20636  1.62834  -0.08383
N  3.63800  2.56664  2.02247
C  6.23900  5.15011  2.12122
C  -4.29578  -1.05040  5.60807
C  6.61608  3.68102  4.48303
C  5.96818  5.88242  0.96591
C  5.46130  4.05316  2.44178
C  -0.56326  0.63469  4.37392
C  1.40708  -0.08891  -3.45758
C  1.95350  -5.89047  0.53675
C  -3.24332  -1.87212  5.22665
C  0.45167  0.96242  5.48537
C  -2.03717  -1.31814  4.83201
C  0.74289  -0.16651  -2.24799
C  2.65089  0.53267  -3.52436
C  4.90800  5.51827  0.15913
C  -2.92752  0.87776  5.16809
C  4.44848  -0.35440  4.97646
C  0.56873  2.02082  3.20886
C  1.75851  -3.59384  -0.32993
C  4.11321  4.42499  0.48841
C  1.25077  0.34173  -1.03997
C  2.95561  1.61505  1.25332
C  -4.13272  0.32640  5.58266
C  4.38793  3.65823  1.61620
C  0.04420  0.61544  2.93865
C  1.58601  0.90573  3.07354
C  4.93609  2.15400  -3.55458
C  3.18052  1.06124  -2.36531
C  -0.08821  2.05111  4.58235
C  2.39275  0.48393  4.21690
C  2.44024  -4.87675  -0.50335
C  2.50086  0.96791  -1.13449
C  -1.86689  0.06290  4.78438
C  1.84645  0.51044  5.44054
H  3.18613  0.59700  -4.46225
H  -1.21619  -1.95703  4.53240
H  3.99776  -1.22726  5.45943
H  4.67594  6.09057  -0.72988
H  0.96891  -0.51250  -4.35444
H  2.23621  -5.22902  -1.51613
H  -0.02403  0.94758  6.45966
H  6.55566  2.97927  5.31118
H  0.86375  -5.96895  0.52664
H  4.06445  2.05922  -0.38316
H  2.34300  0.17192  6.33830
H  4.57199  0.43461  5.72816
H  7.06296  5.44053  2.75788
H  -3.37112  -2.94696  5.20371
H  6.58557  6.73562  0.71626
H  0.62543  2.86887  2.53628
H  -5.24653  -1.48251  5.89519
H  -2.81504  1.95425  5.11213
H  -4.95581  0.97598  5.85707
H  3.26367  4.16380  -0.12670
H  7.62136  3.64394  4.05187
H  3.77800  2.27107  2.97631
H  2.24589  -5.57735  1.53940
H  5.30758  1.32288  -4.16340
H  4.18583  2.70224  -4.13256
H  3.51637  -4.70828  -0.42549
H  5.41995  -0.62483  4.56699
H  2.38910  -6.87059  0.33278
H  5.76795  2.81591  -3.31656
H  6.42010  4.69300  4.84981
H  -0.22191  -0.66322  -2.23254
H  -0.63806  2.89732  4.97438

Atomic forces in eV per Å
Te 0.1108 -0.1178 -0.0535
Te 0.1863 0.1391 -0.0130
Te -0.1461 -0.3338 0.3525
Te -0.2315 0.0799 -0.2670
Cd -0.4388 0.1638 -0.2069
O 0.0228 0.0612 0.0073
O -0.0089 0.0122 0.0134
O -0.0339 0.0634 -0.0014
N 0.3838 0.1360 -0.0909
N 0.1464 -0.2530 0.1764
N 0.0336 -0.0794 0.0447
N 0.0180 0.0069 0.0282
C -0.0020 -0.0007 0.0051
C 0.0073 -0.0066 0.0057
C 0.0091 -0.0068 -0.0020
C -0.0038 0.0003 -0.0113
C 0.0075 0.0099 -0.0032
C -0.3263 0.3519 -0.0453
C 0.0060 0.0095 -0.0053
C 0.0296 -0.0050 0.0444
C -0.0226 0.0011 -0.0001
C 0.0665 -0.1219 -0.0046
C 0.0286 0.0095 0.0080
C -0.0124 0.0107 -0.0016
C -0.0120 0.0055 -0.0022
C 0.0078 0.0056 0.0074
C -0.0184 0.0046 -0.0494
C 0.0053 -0.0079 0.0084
C -0.0603 0.0961 -0.0739
C -0.2301 -0.0821 0.1027
C 0.0083 -0.0099 -0.0035
C 0.0269 0.0534 -0.0474
C -0.1264 0.1052 -0.0743
C 0.0066 0.0009 0.0015
C -0.0533 0.0256 -0.0098
C 0.7505 -0.3299 0.3896
C 0.0019 0.0800 -0.1234
C 0.0183 -0.0308 0.0008
C 0.0172 -0.0290 -0.0082
C -0.0577 0.0168 -0.0178
C -0.0980 -0.0096 0.1101
C -0.0636 0.0217 0.0268
C -0.0392 0.0615 -0.0009
C 0.0255 -0.0529 0.0332
C -0.0286 -0.0244 -0.1466
H -0.0018 0.0004 0.0005
H -0.0192 -0.0042 -0.0216
H -0.0002 -0.0003 -0.0019
H -0.0023 -0.0003 0.0001
H -0.0013 0.0001 0.0001
H -0.0307 0.0065 0.0105
H 0.0145 0.0036 0.0078
H -0.0003 -0.0018 -0.0026
H 0.0161 -0.0079 -0.0581
H 0.0055 -0.0074 0.0027
H 0.0103 0.0219 0.0044
H 0.0005 -0.0001 -0.0021
H -0.0015 -0.0021 0.0030
H 0.0068 -0.0017 -0.0038
H -0.0005 0.0011 -0.0008
H -0.0117 0.0021 -0.0007
H -0.0010 0.0017 -0.0048
H 0.0029 -0.0014 -0.0018
H -0.0011 -0.0003 -0.0098
H 0.0068 -0.0032 -0.0060
H -0.0003 0.0044 -0.0030
H 0.0551 -0.0499 -0.0164
H 0.0243 0.0013 -0.0032
H -0.0085 -0.0024 -0.0029
H 0.0022 0.0102 0.0040
H -0.0006 0.0034 -0.0278
H 0.0014 -0.0023 -0.0006
H 0.0073 0.0081 0.0093
H 0.0042 -0.0076 0.0010
H -0.0022 -0.0004 0.0016
H 0.0010 -0.0047 0.0084
H 0.0138 0.0027 0.0118

Results
ΔE to the lowest compared entry with this formula, charge and spin	67.9	kcal/mol
HOMO-LUMO gap	3.8	eV
total charge	-2
LUMO energy	3.29	eV
maximum force	0.018	Eh/bohr
E	-2961.16404	a.u.

Need the Löwdin charges? In units of e they are:
1 Te -0.372
2 Te -0.442
3 Te -0.240
4 Te -0.282
5 Cd 1.155
6 O -0.091
7 O -0.086
8 O -0.128
9 N 0.114
10 N 0.073
11 N 0.124
12 N 0.174
13 C -0.041
14 C -0.106
15 C -0.088
16 C -0.115
17 C -0.215
18 C -0.261
19 C -0.120
20 C -0.120
21 C -0.094
22 C -0.144
23 C -0.083
24 C -0.205
25 C -0.067
26 C -0.104
27 C -0.032
28 C -0.105
29 C -0.141
30 C -0.216
31 C -0.020
32 C -0.187
33 C -0.368
34 C -0.100
35 C -0.163
36 C -0.133
37 C -0.377
38 C -0.111
39 C -0.235
40 C -0.115
41 C -0.226
42 C -0.230
43 C -0.202
44 C -0.162
45 C -0.001
46 H 0.088
47 H 0.070
48 H 0.093
49 H 0.096
50 H 0.089
51 H 0.110
52 H 0.137
53 H 0.089
54 H -0.031
55 H 0.111
56 H 0.089
57 H 0.085
58 H 0.095
59 H 0.101
60 H 0.091
61 H 0.126
62 H 0.091
63 H 0.102
64 H 0.090
65 H 0.119
66 H 0.092
67 H 0.128
68 H 0.076
69 H 0.085
70 H 0.093
71 H 0.103
72 H 0.086
73 H 0.064
74 H 0.084
75 H 0.095
76 H 0.018
77 H 0.123